Record 1
Below is a cluster of 3 separate species, C3H13NO3 in total at a distorted geometry, with properties calculated with ωB97M-V with the def2-TZVPD basis set.

Each line ends with the Löwdin charge.
Atoms and positions in Å:
1 N -0.441 2.382 -1.238  -0.01
2 C -0.510 1.668 0.082  -0.29
3 C 0.108 0.307 0.079  -0.22
4 C 0.225 -0.390 1.478  -0.25
5 O 0.682 -1.737 1.386  -0.09
6 H 0.525 2.709 -1.224  0.06
7 H -0.487 1.723 -2.003  0.05
8 H -1.549 1.631 0.402  0.10
9 H 0.131 2.322 0.686  0.12
10 H -0.297 -0.572 -0.585  0.13
11 H 1.115 0.450 -0.310  0.10
12 H 0.816 0.300 2.072  0.12
13 H -0.793 -0.533 1.902  0.12
14 H 0.175 -2.169 0.689  0.09
15 O 3.361 -1.995 0.213  -0.08
16 H 3.344 -1.943 1.175  0.03
17 H 2.399 -1.927 0.047  0.01
18 O -2.561 -0.779 -1.605  -0.06
19 H -3.099 -0.308 -0.963  0.04
20 H -3.143 -1.138 -2.283  0.04

SMILES: NCCCO.O.O
DFT total energy (eV): -10953.45842
LUMO level (eV): 0.5
ΔE to the lowest compared entry with this formula, charge and spin (kcal per mole): 30.28
Frontier orbital gap (eV): 10.07

---

Record 2
Below is a cluster of 4 separate species, C3H13NO3 in total at a distorted geometry, with properties calculated with ωB97M-V with the def2-TZVPD basis set.

Each line ends with the Löwdin charge.
Atoms and positions in Å:
1 C -1.839 -1.263 1.143  -0.02
2 C -0.779 -0.670 1.669  -0.27
3 N 0.131 0.186 1.100  -0.10
4 C 1.159 0.811 2.008  -0.08
5 H -2.186 -1.026 0.208  0.01
6 H -2.410 -2.091 1.556  0.05
7 H -0.383 -0.912 2.665  0.11
8 H -0.172 0.711 0.252  0.09
9 H 1.133 0.211 2.853  0.03
10 H 2.260 1.142 1.629  0.12
11 H 0.837 1.830 2.242  0.06
12 O 1.516 -1.639 -0.990  -0.11
13 H 0.546 -2.098 -1.034  0.14
14 H 1.566 -1.295 -0.111  -0.01
15 O -0.983 2.007 -1.072  -0.09
16 H -0.165 2.522 -1.076  0.05
17 H -0.944 1.278 -1.737  0.02
18 O 0.240 0.252 -2.749  -0.08
19 H 0.873 -0.086 -2.020  0.06
20 H 0.707 0.282 -3.553  0.02

SMILES: C=CNC.O.O.O
DFT total energy (eV): -10952.77846
LUMO level (eV): 0.6
ΔE to the lowest compared entry with this formula, charge and spin (kcal per mole): 45.96
Frontier orbital gap (eV): 8.56

---

Record 3
Below is a cluster of 4 separate species, C3H13NO4 in total at a distorted geometry, with properties calculated with ωB97M-V with the def2-TZVPD basis set.

Each line ends with the Löwdin charge.
Atoms and positions in Å:
1 C -0.221 0.985 0.022  -0.08
2 N 0.154 0.778 1.375  -0.18
3 C 0.257 1.836 2.404  -0.03
4 C 0.591 -0.464 1.720  -0.31
5 O 0.887 -1.283 0.854  -0.01
6 H 0.569 1.223 -0.708  0.09
7 H -0.916 1.817 -0.079  0.10
8 H -0.586 0.109 -0.512  0.06
9 H 1.230 1.873 2.878  0.08
10 H -0.523 1.573 3.123  0.09
11 H -0.077 2.777 1.993  0.08
12 H 0.518 -0.784 2.762  0.14
13 O 1.486 -1.171 -2.301  -0.07
14 H 2.289 -0.734 -1.933  0.07
15 H 0.920 -1.288 -1.528  0.00
16 O -0.847 0.726 -2.909  -0.07
17 H -1.554 0.055 -3.006  0.06
18 H -0.036 0.367 -2.533  -0.02
19 O -1.716 -2.577 -0.621  -0.06
20 H -1.130 -2.563 0.153  0.02
21 H -1.293 -3.255 -1.155  0.04

SMILES: CN(C)C=O.O.O.O
DFT total energy (eV): -13001.56845
LUMO level (eV): 0.6
ΔE to the lowest compared entry with this formula, charge and spin (kcal per mole): 36.83
Frontier orbital gap (eV): 10.18

---

Record 4
Below is a cluster of 3 separate species, C3H13NO4 in total at a distorted geometry, with properties calculated with ωB97M-V with the def2-TZVPD basis set.

Each line ends with the Löwdin charge.
Atoms and positions in Å:
1 N -1.791 3.434 -0.654  0.03
2 C -1.513 2.270 0.191  -0.37
3 C -0.891 1.115 -0.623  -0.19
4 O -0.569 0.011 0.256  -0.09
5 C -0.694 2.668 1.452  -0.21
6 O 0.599 2.128 1.489  -0.06
7 H -0.961 3.772 -1.130  0.08
8 H -2.467 3.185 -1.367  0.07
9 H -2.499 1.905 0.509  0.13
10 H 0.094 1.531 -0.852  0.12
11 H -1.420 0.733 -1.473  0.11
12 H -1.326 -0.561 0.388  0.09
13 H -1.327 2.488 2.319  0.11
14 H -0.559 3.741 1.327  0.11
15 H 0.548 1.177 1.610  0.07
16 O 1.784 -5.467 -1.604  -0.05
17 H 0.914 -5.114 -1.386  0.04
18 H 1.570 -6.310 -2.017  0.04
19 O 3.826 -4.166 0.679  -0.06
20 H 3.301 -4.954 0.816  0.02
21 H 3.383 -3.585 0.070  0.02

SMILES: NC(CO)CO.O.O
DFT total energy (eV): -13000.98005
LUMO level (eV): 0.3
ΔE to the lowest compared entry with this formula, charge and spin (kcal per mole): 50.40
Frontier orbital gap (eV): 9.60

---

Record 5
Below is a cluster of 5 separate species, C3H13NO6 in total at a distorted geometry, with properties calculated with ωB97M-V with the def2-TZVPD basis set.

Each line ends with the Löwdin charge.
Atoms and positions in Å:
1 C 0.831 1.082 1.304  0.01
2 C 0.636 1.214 -0.174  -0.49
3 O 1.133 2.090 -0.828  0.06
4 N -0.261 0.346 -0.817  0.15
5 C -0.846 -0.779 -0.247  -0.29
6 O -1.645 -1.408 -0.918  0.02
7 H -0.037 0.922 1.852  0.04
8 H 1.497 0.206 1.484  0.10
9 H 1.318 1.946 1.733  0.09
10 H -0.445 0.541 -1.802  0.17
11 H -0.534 -1.104 0.772  0.15
12 O -3.772 -1.921 0.648  0.00
13 H -3.113 -1.836 0.020  -0.05
14 H -3.779 -2.799 0.962  0.05
15 O -2.291 0.061 1.689  -0.07
16 H -2.888 -0.670 1.445  0.00
17 H -2.846 0.848 1.643  0.06
18 O 2.444 -0.853 -0.439  -0.06
19 H 2.633 -1.695 -0.810  0.03
20 H 2.808 -0.219 -1.105  0.00
21 O 3.096 0.947 -2.293  -0.11
22 H 2.247 1.473 -2.045  0.05
23 H 3.814 1.607 -2.073  0.09

SMILES: CC(=O)NC=O.O.O.O.O
DFT total energy (eV): -17097.84484
LUMO level (eV): 0.7
ΔE to the lowest compared entry with this formula, charge and spin (kcal per mole): 0.67
Frontier orbital gap (eV): 11.15

---

Record 6
Below is a cluster of 2 separate species, C3H13NSi2 in total at a distorted geometry, with properties calculated with ωB97M-V with the def2-TZVPD basis set.

Each line ends with the Löwdin charge.
Atoms and positions in Å:
1 C 1.571 -0.524 2.416  -0.13
2 C -0.509 -1.555 1.433  -0.16
3 C 0.247 -0.382 1.773  -0.24
4 N -2.041 1.185 -1.073  -0.26
5 Si 0.493 0.748 -3.195  0.37
6 Si -0.365 1.423 -1.233  0.39
7 H 1.388 -0.485 3.496  0.08
8 H 2.127 -1.489 2.199  0.10
9 H 2.232 0.227 2.246  0.02
10 H -1.310 -1.247 0.786  0.04
11 H -1.083 -2.151 2.243  0.11
12 H 0.134 -2.229 0.950  0.06
13 H 0.019 0.638 1.396  0.03
14 H -2.557 0.892 -0.166  0.06
15 H -2.463 0.565 -1.854  0.05
16 H 1.859 0.876 -3.203  -0.18
17 H 0.152 -0.590 -3.465  -0.14
18 H 0.212 1.716 -4.476  -0.08
19 H -0.107 2.382 -0.273  -0.13

DFT total energy (eV): -20562.49130
LUMO level (spin up / spin down) (eV): 0.0 / 0.7
ΔE to the lowest compared entry with this formula, charge and spin (kcal per mole): 130.32
Frontier orbital gap (spin up / spin down) (eV): 7.28 / 7.00

---

Record 7
Below is a cluster of 4 separate species, C3H13O3S in total, with properties calculated with ωB97M-V with the def2-TZVPD basis set.

Each line ends with the Löwdin charge.
Atoms and positions in Å:
1 C -0.952 0.003 -2.487  -0.14
2 C 0.180 0.185 -1.482  -0.36
3 C 0.269 1.617 -0.937  -0.76
4 S 0.095 1.754 0.880  0.26
5 H -1.089 -1.033 -2.791  0.05
6 H -1.898 0.283 -1.995  0.07
7 H -0.807 0.605 -3.382  0.06
8 H 1.132 0.001 -1.978  0.08
9 H 0.139 -0.593 -0.716  0.07
10 H 1.142 2.103 -1.386  0.03
11 H -0.518 2.224 -1.341  0.01
12 H -2.195 -2.937 3.200  0.04
13 H -3.496 -3.647 3.497  0.02
14 O -2.829 -3.096 3.919  -0.07
15 H 2.634 2.174 -0.019  -0.04
16 H 3.505 0.929 -0.106  0.03
17 O 3.557 1.893 -0.116  -0.11
18 H 0.065 -0.089 2.390  -0.10
19 H 0.677 -1.456 2.053  0.00
20 O 0.389 -0.921 2.798  -0.14

DFT total energy (eV): -20300.80364
LUMO level (eV): 3.2
ΔE to the lowest compared entry with this formula, charge and spin (kcal per mole): 20.96
Charge: -1
Frontier orbital gap (eV): 6.18

---

Record 8
Below is a cluster of 4 separate species, C3H13O3S in total at a distorted geometry, with properties calculated with ωB97M-V with the def2-TZVPD basis set.

Each line ends with the Löwdin charge.
Atoms and positions in Å:
1 C -1.124 0.696 -1.068  -0.15
2 C -0.760 1.673 0.039  -0.38
3 C 0.624 2.294 -0.142  -0.77
4 S 1.992 1.364 0.558  0.26
5 H -1.274 1.144 -2.069  0.06
6 H -1.960 0.063 -0.780  0.06
7 H -0.202 0.119 -1.316  0.05
8 H -1.639 2.375 0.040  0.10
9 H -0.686 1.167 0.994  0.05
10 H 0.674 3.061 0.675  0.01
11 H 0.756 2.668 -1.136  0.03
12 H -1.012 -2.575 0.328  -0.01
13 H 0.358 -2.621 -0.333  -0.01
14 O -0.389 -3.188 -0.061  -0.10
15 H 0.023 -2.166 2.573  0.04
16 H -0.680 -0.787 2.239  0.02
17 O -0.805 -1.719 2.427  -0.06
18 H 2.234 -0.781 -0.324  -0.09
19 H 1.881 -1.213 -1.767  0.03
20 O 1.989 -1.574 -0.876  -0.16

DFT total energy (eV): -20300.81576
LUMO level (eV): 3.8
ΔE to the lowest compared entry with this formula, charge and spin (kcal per mole): 20.68
Charge: -1
Frontier orbital gap (eV): 6.82

---

Record 9
Below is a structure of composition C3H14CdNO at a distorted geometry, with properties calculated with ωB97M-V with the def2-TZVPD basis set.

Each line ends with the Löwdin charge.
Atoms and positions in Å:
1 C 2.313 -0.114 -0.829  -0.49
2 Cd 0.463 0.907 -0.660  0.90
3 N -1.486 1.960 -0.753  -0.29
4 H 1.703 4.537 -2.495  -0.04
5 H -2.195 1.438 -1.274  -0.08
6 H 2.449 4.437 -2.557  -0.02
7 H 3.025 0.385 -1.499  -0.10
8 H 2.098 -1.123 -1.207  -0.10
9 H 2.733 -0.193 0.184  -0.09
10 H -1.832 2.074 0.205  -0.08
11 H -1.441 2.890 -1.171  -0.07
12 C -0.341 -2.667 1.667  -0.14
13 C -1.226 -1.714 0.886  -0.41
14 O -0.897 -0.321 1.196  -0.37
15 H 0.726 -2.503 1.481  0.06
16 H -0.577 -3.703 1.408  0.06
17 H -0.523 -2.585 2.745  0.06
18 H -1.083 -1.844 -0.198  0.07
19 H -2.284 -1.905 1.132  0.08
20 H -1.624 0.043 1.740  0.03

DFT total energy (eV): -11435.91655
LUMO level (spin up / spin down) (eV): 3.6 / 3.6
ΔE to the lowest compared entry with this formula, charge and spin (kcal per mole): 0.00
Charge: -1
Frontier orbital gap (spin up / spin down) (eV): 3.42 / 3.42

---

Record 10
Below is a cluster of 3 separate species, C3H14N2O2 in total at a distorted geometry, with properties calculated with ωB97M-V with the def2-TZVPD basis set.

Each line ends with the Mulliken spin population.
Atoms and positions in Å:
1 C -1.570 1.216 -1.643  0.31
2 C -1.594 0.564 -0.259  0.09
3 N -1.577 -0.878 -0.517  -0.05
4 C -1.705 -1.769 0.609  0.07
5 N -1.595 -3.216 0.499  -0.02
6 H -1.461 2.281 -1.803  -0.13
7 H -0.707 0.784 -2.174  -0.01
8 H -2.474 0.963 -2.227  0.01
9 H -2.578 0.895 0.191  -0.02
10 H -0.884 0.915 0.476  -0.11
11 H -2.350 -0.986 -1.161  0.00
12 H -0.874 -1.447 1.281  0.03
13 H -2.648 -1.485 1.123  0.00
14 H -1.407 -3.545 1.436  -0.01
15 H -0.836 -3.426 -0.141  0.00
16 H 3.839 2.085 -1.868  -0.49
17 H 4.602 2.659 -0.721  -0.54
18 O 3.765 2.180 -0.897  1.66
19 H 4.131 0.508 1.832  -0.19
20 H 4.106 1.244 3.218  -0.13
21 O 3.818 0.458 2.745  0.55

DFT total energy (eV): -10411.23134
LUMO level (spin up / spin down) (eV): 3.2 / 3.1
ΔE to the lowest compared entry with this formula, charge and spin (kcal per mole): 26.21
Charge: -1
Frontier orbital gap (spin up / spin down) (eV): 2.22 / 9.59
Multiplicity: 2